57
Properties=species:S:1:pos:R:3:forces:R:3 method="wB97M-V/def2-TZVPD" s_squared=6.05 orbital_gap_ev="7.1 / 5.7" multiplicity=5
Pt 0.375 1.730 1.676 -0.340 1.100 -0.424
I -0.387 -5.335 -1.323 -0.034 -0.040 -0.028
S 1.439 2.881 3.342 -0.046 -0.357 0.055
F 0.130 -0.489 -7.085 0.055 -0.030 -0.049
O 1.697 -0.305 3.087 0.525 0.280 0.861
O 3.656 -1.401 2.748 -0.064 0.436 0.300
N -1.130 1.797 2.904 -0.177 -0.397 -0.324
N -1.062 2.221 4.141 0.024 0.228 0.309
N 1.965 1.573 0.465 -0.494 0.109 0.462
N 0.283 3.247 5.697 -0.153 -0.144 -0.114
N -1.102 1.238 0.393 -0.054 -0.114 0.070
C -3.527 0.885 0.234 0.089 -0.001 0.127
C 1.754 -2.240 1.705 0.656 0.125 0.315
C -0.475 -1.276 -3.617 -0.126 -0.020 -0.071
C 0.131 2.736 4.452 0.024 0.125 0.031
C -2.329 1.128 1.012 -0.026 -0.055 -0.564
C -2.288 1.143 -1.799 0.035 0.027 0.165
C -0.148 -2.882 0.410 0.049 -0.059 0.106
C -2.369 1.344 2.372 0.254 0.141 0.383
C 0.470 -1.982 1.266 -0.138 -0.315 -0.177
C -0.085 0.021 -1.490 -0.202 -0.154 -0.072
C -3.573 1.189 3.231 0.122 0.157 0.011
C 0.658 0.737 -5.153 0.096 0.161 0.141
C 1.815 -4.296 0.465 0.081 0.095 0.080
C 2.890 1.201 -0.106 0.628 -0.146 -0.562
C -0.989 1.218 -1.065 -0.076 -0.307 -0.154
C -0.429 -1.412 -5.001 -0.044 -0.136 0.145
C 0.021 -0.141 -2.987 0.067 0.044 0.066
C 2.373 -1.183 2.625 -0.659 -1.144 -1.111
C -3.474 0.934 -1.152 -0.022 -0.001 -0.099
C 2.434 -3.392 1.316 -0.178 0.054 -0.101
C 0.614 0.848 -3.769 -0.043 0.085 -0.072
C 0.533 -4.025 0.009 -0.078 0.081 0.018
C 0.121 -0.389 -5.741 -0.026 0.024 -0.005
B 4.064 0.631 -0.992 0.348 0.043 -0.039
H -0.521 -0.882 -1.052 0.088 0.181 -0.163
H -0.813 -2.292 -5.502 0.003 0.064 0.044
H -0.447 3.095 6.372 -0.007 -0.010 -0.001
H 1.041 1.727 -3.293 0.008 -0.089 -0.049
H -4.469 0.758 0.750 0.107 -0.006 -0.032
H 3.441 -3.576 1.664 -0.013 -0.036 -0.004
H 1.106 1.506 -5.772 -0.036 -0.068 0.055
H 5.131 0.886 -0.460 -0.254 -0.051 0.029
H -0.466 2.136 -1.354 0.077 0.067 0.046
H 3.879 -0.578 -1.059 -0.054 0.228 -0.043
H 4.002 1.201 -2.071 -0.137 -0.185 0.151
H -0.920 -2.066 -3.019 0.037 0.030 -0.052
H -0.040 -1.088 1.589 -0.013 0.097 0.037
H -1.153 -2.686 0.057 0.015 -0.076 0.014
H 2.331 -5.195 0.159 -0.008 0.021 -0.033
H -4.224 2.067 3.163 0.015 -0.039 -0.001
H 0.902 0.160 -1.065 0.036 -0.048 0.098
H -4.149 0.314 2.932 -0.005 0.009 0.006
H 1.209 3.446 6.026 0.034 0.026 0.047
H -3.270 1.083 4.268 -0.013 -0.017 0.066
H -2.234 1.200 -2.878 -0.022 0.010 0.048
H -4.389 0.829 -1.726 0.068 -0.002 0.060